17
Properties=species:S:1:pos:R:3:forces:R:3 method="wB97M-V/def2-TZVPD" smiles="CC/N=C/[C@H]1CN1" total_charge=0 e_tot_ha=-305.90657
C -2.000340 -0.153424 0.068467 -0.08 0.15 -0.19
C -1.365739 0.337817 -1.265667 -0.66 0.54 -0.50
N -0.005145 0.758405 -0.972901 -0.20 -0.91 0.64
C 0.652983 -0.312529 -0.815357 0.23 -0.03 0.26
C 1.206655 -0.559721 0.524892 0.45 -0.23 -0.07
C 2.347622 0.222707 1.004668 0.58 0.10 0.20
N 1.010967 0.499595 1.501169 0.10 0.04 0.07
H -3.084029 -0.018251 0.025747 0.05 -0.08 0.05
H -1.612052 0.412066 0.925774 -0.15 0.03 -0.33
H -1.795303 -1.213376 0.293738 0.05 0.30 -0.34
H -1.442236 -0.462742 -2.019736 0.03 0.21 -0.02
H -1.840832 1.239537 -1.599066 -0.89 0.18 -0.37
H 0.569426 -1.155027 -1.516689 -0.37 -0.26 0.28
H 0.953221 -1.560733 0.872993 0.44 0.03 -0.03
H 3.029907 -0.233470 1.706075 0.19 0.18 0.09
H 2.764107 0.898701 0.261732 0.13 -0.03 0.22
H 0.610783 1.300441 1.004163 0.11 -0.21 0.06

65
Properties=species:S:1:pos:R:3:forces:R:3 method="wB97M-V/def2-TZVPD" total_charge=+3 spin_multiplicity=3 e_tot_ha=-2019.64013
Au 0.521918 0.806469 -2.037845 0.59 1.09 0.02
P 1.682503 1.123413 0.062808 0.75 0.30 1.91
P -1.206118 2.424670 -1.939886 -0.85 0.85 0.75
P 2.199967 -0.517836 -3.009826 0.99 -0.91 0.22
H -2.395094 -2.826799 0.301394 0.41 -0.16 0.12
C -1.358730 -3.179911 0.325111 0.42 0.21 0.18
C -0.488292 -2.802485 1.273716 -0.28 0.06 -0.57
H -0.771548 -2.116449 2.079163 0.05 -0.30 -0.26
C 0.572673 1.073250 1.499739 -0.54 -0.01 -0.28
C 2.491637 2.757287 0.080793 -0.07 0.02 -0.57
C 2.968925 -0.077931 0.542975 0.04 -0.29 -0.45
C -2.858199 1.869848 -2.455883 -0.15 -0.34 -0.18
C -1.530066 3.081762 -0.281494 0.01 -0.04 0.14
C -0.855684 3.903374 -2.936696 0.32 -0.14 -0.21
C 2.296398 -2.090735 -2.099281 -0.02 -0.14 0.03
C 3.833589 0.277365 -2.969987 -0.03 0.18 -0.09
C 2.038542 -0.998432 -4.752950 -0.44 0.27 -0.32
H -1.069693 -3.883394 -0.465219 -0.10 0.23 0.37
H 0.543552 -3.172572 1.274907 -0.43 0.03 0.09
H -0.060835 0.178864 1.445850 0.10 0.17 0.08
H -0.091071 1.943980 1.516051 0.23 -0.27 0.01
H 1.146309 1.053723 2.436053 0.12 -0.01 -0.33
H 1.752991 3.547942 -0.105925 0.19 -0.18 0.08
H 3.247927 2.797854 -0.714900 -0.13 0.05 0.22
H 2.980756 2.945448 1.047083 -0.18 -0.22 -0.16
H 2.536172 -1.085637 0.589573 0.06 0.27 0.06
H 3.360132 0.174889 1.538351 -0.21 0.14 -0.23
H 3.803745 -0.082016 -0.166094 -0.19 -0.02 0.32
H -3.358039 2.666419 -3.025332 0.12 -0.24 0.19
H -3.451112 1.634189 -1.561236 0.15 0.02 -0.28
H -2.788263 0.967093 -3.071824 -0.20 0.29 0.24
H -2.320794 3.839976 -0.326417 0.14 -0.10 -0.10
H -0.623513 3.548866 0.114595 -0.17 0.00 -0.01
H -1.860129 2.274871 0.387162 0.05 0.14 -0.11
H -1.765929 4.515267 -3.026147 0.27 -0.21 0.11
H -0.516556 3.605984 -3.936023 -0.07 0.21 0.15
H -0.068495 4.493926 -2.449906 -0.16 -0.12 -0.18
H 2.501247 -2.910017 -2.799349 0.05 0.15 0.21
H 1.335879 -2.276568 -1.600829 0.23 -0.07 -0.09
H 3.090570 -2.051278 -1.345428 -0.18 -0.09 -0.24
H 4.548437 -0.342528 -3.530695 -0.16 0.17 0.22
H 4.197301 0.424181 -1.947374 -0.06 -0.02 -0.38
H 3.753478 1.256652 -3.460667 0.12 -0.21 0.07
H 3.005834 -1.368883 -5.128140 -0.30 0.11 0.22
H 1.746433 -0.113187 -5.333417 0.13 -0.26 -0.05
H 1.272137 -1.776260 -4.874236 0.36 0.30 0.06
C -1.543941 -1.558070 -4.628454 0.61 0.92 1.78
C -2.606257 -0.816601 -5.187334 -1.05 -0.02 -1.50
C -3.286711 -1.328420 -6.301448 0.15 1.97 1.61
C -2.896130 -2.529614 -6.896124 -0.32 -0.24 -0.53
C -1.838895 -3.250916 -6.342637 1.61 -0.51 1.40
C -1.184596 -2.797362 -5.191965 -0.27 -1.34 -1.25
O -0.862335 -1.152386 -3.499070 -0.77 -0.06 -2.13
H -0.739938 -0.138221 -3.381118 -0.97 -1.56 -0.55
H -2.889819 0.137876 -4.754928 -0.05 -0.23 -0.19
H -4.123970 -0.758799 -6.706794 0.23 -0.19 0.08
H -3.420615 -2.890504 -7.784369 0.19 0.05 0.28
H -1.513601 -4.181385 -6.809002 -0.10 0.22 0.18
H -0.380608 -3.371746 -4.737768 -0.19 0.04 -0.11
C -3.517992 -0.363300 1.590130 -0.18 -0.13 -0.11
O -2.458611 0.507835 1.981438 0.06 0.22 0.33
H -3.487561 -0.414484 0.496640 -0.06 -0.02 0.14
H -4.500250 0.019842 1.897934 0.25 -0.14 -0.06
H -3.366986 -1.376720 1.984026 -0.12 0.21 0.00
H -2.576077 0.730629 2.918721 0.01 -0.10 -0.34

122
Properties=species:S:1:pos:R:3:forces:R:3 method="wB97M-V/def2-TZVPD" smiles="CCOP(=O)(OCC)OCC.CCOP(=O)(OCC)OCC.CCOP(=O)(OCC)OCC.CN(C)C=O.CN(C)C=O.CN(C)C=O.ClCCCl" total_charge=0 e_tot_ha=-4384.39984
C -3.066145 1.266766 -2.895064 -1.36 -1.01 -0.62
C -3.799609 0.918185 -1.595541 0.45 -0.65 0.08
O -3.969870 2.159525 -0.925019 0.44 1.11 1.36
P -2.942831 2.679626 0.159254 0.27 1.01 1.90
O -1.750152 1.838373 0.393343 -0.55 0.46 -0.57
O -2.599963 4.254414 -0.191195 0.18 -0.60 -0.41
C -1.587253 4.677324 -1.207545 -0.32 -1.06 -0.07
C -2.181682 4.727200 -2.638289 0.78 0.02 0.27
O -3.882959 2.799799 1.535912 0.89 0.00 -3.98
C -3.261569 3.424788 2.636359 -1.18 -0.87 1.09
C -3.812806 2.636100 3.863104 2.15 1.70 0.66
H -2.100802 1.764236 -2.801577 -0.32 0.18 0.59
H -2.860831 0.417946 -3.547328 -0.18 -0.36 0.22
H -3.814299 1.851939 -3.429777 0.50 0.49 -0.33
H -4.829001 0.560851 -1.567882 -0.07 -0.09 -1.41
H -3.323102 0.123782 -1.021122 0.70 0.56 0.42
H -1.062442 5.600521 -0.961802 -1.30 0.73 0.52
H -0.688321 4.075190 -1.075437 -0.44 -1.15 -0.48
H -2.758984 5.631725 -2.829754 -0.20 -0.12 0.32
H -1.358007 4.768878 -3.350971 0.30 0.11 0.05
H -2.739445 3.847064 -2.958216 -0.15 0.15 0.54
H -2.179217 3.364070 2.522546 0.07 -0.13 0.44
H -3.553037 4.474992 2.650369 -0.02 0.05 0.14
H -3.322815 3.156134 4.686250 0.08 0.11 0.50
H -4.864140 2.737081 4.132548 -0.05 -0.39 -0.84
H -3.348081 1.652794 3.935558 -0.69 -0.24 -0.41
C -1.047217 -8.724731 -0.461548 0.54 0.50 -0.39
C 0.156874 -8.930349 0.433331 0.80 -0.59 -0.78
O 1.391417 -8.977209 -0.444258 -0.30 -0.22 1.05
P 2.692857 -8.082647 -0.139729 0.14 0.29 0.11
O 2.735343 -7.503997 1.237717 0.44 -1.38 -1.55
O 3.995977 -8.922434 -0.708756 -2.17 0.90 3.37
C 4.282026 -9.334118 -2.020826 -0.08 0.92 -0.49
C 4.812803 -8.076891 -2.699832 -0.04 -0.28 -1.14
O 2.533313 -6.923719 -1.221761 1.10 -1.97 -0.77
C 1.841586 -5.740149 -0.986374 0.24 0.71 1.11
C 2.890153 -4.620320 -1.076550 -1.70 0.13 -0.09
H -1.207676 -9.592136 -1.101826 -0.08 -0.11 0.22
H -1.936468 -8.509234 0.130821 0.01 -0.08 -0.04
H -0.849031 -7.901403 -1.147807 -0.19 0.24 0.11
H 0.310867 -8.195144 1.223178 -0.03 0.06 -0.24
H 0.033762 -9.920333 0.872492 0.53 0.05 0.21
H 5.053429 -10.103884 -2.043168 0.04 0.01 0.66
H 3.372484 -9.812641 -2.383949 0.03 0.33 -0.78
H 5.484955 -7.503402 -2.061549 -0.03 -0.39 0.35
H 5.408850 -8.368658 -3.564527 -0.18 0.18 -0.32
H 4.011102 -7.388405 -2.966980 0.11 -0.22 -0.23
H 0.990542 -5.696234 -1.666010 0.26 0.36 -0.38
H 1.413497 -5.807355 0.013791 -0.03 0.39 0.19
H 2.326024 -3.689933 -1.011304 0.24 0.33 -0.12
H 3.573958 -4.645290 -0.228097 0.10 -0.27 -0.26
H 3.370012 -4.688204 -2.052884 0.26 0.12 0.21
C 8.322120 -3.956665 4.527581 0.09 -0.66 0.21
C 7.785348 -3.175590 5.762992 0.34 -0.97 -1.81
O 8.028345 -1.805728 5.546405 -1.10 2.23 0.11
P 6.931450 -0.605934 5.539269 -0.48 -2.00 1.86
O 7.131825 0.319718 4.434254 -0.35 0.17 -0.11
O 7.087117 0.082438 7.014458 -1.55 -2.21 -1.24
C 7.860205 1.216900 7.138733 1.98 1.02 0.91
C 7.898236 1.627071 8.618783 -1.00 -0.06 0.89
O 5.473809 -1.396317 5.725637 2.15 0.72 -1.05
C 4.248534 -0.629906 5.586762 0.25 -0.21 -0.54
C 4.096318 0.131734 6.820358 -0.39 0.54 0.98
H 7.724401 -4.860635 4.410676 -0.09 -0.05 -0.08
H 8.347953 -3.453408 3.561052 -0.58 0.50 0.28
H 9.347557 -4.313062 4.625286 0.11 0.14 0.48
H 6.707886 -3.330833 5.818505 0.20 -0.21 0.48
H 8.359331 -3.518870 6.623686 -0.45 0.18 0.28
H 8.875809 0.930030 6.866044 0.28 0.37 -0.27
H 7.512769 1.971977 6.433571 0.02 0.33 0.32
H 6.899899 1.641333 9.056052 -0.49 0.40 -0.47
H 8.321523 0.913006 9.325208 0.67 -0.52 -0.68
H 8.350924 2.575487 8.908043 0.11 0.13 -0.73
H 4.320817 0.075912 4.759299 -0.06 -0.47 -0.44
H 3.390520 -1.297338 5.506492 0.47 -0.43 -0.58
H 3.075486 0.509144 6.880027 0.13 0.43 0.09
H 4.237910 -0.579412 7.634192 0.16 0.40 0.33
H 4.865531 0.903044 6.781584 -0.42 0.23 0.78
C 3.877566 -0.668368 -8.591839 2.07 0.39 -0.38
N 4.595790 -0.210162 -9.829542 -2.41 -1.08 0.26
C 3.991833 -0.828314 -11.026922 -0.58 0.27 0.43
C 5.623711 0.651361 -9.911548 -0.20 -0.38 -2.16
O 6.088236 0.954765 -11.025130 -0.15 0.00 2.22
H 4.051392 0.006963 -7.754089 0.05 0.09 -0.09
H 4.401131 -1.602339 -8.387689 -0.73 -0.34 0.57
H 2.803891 -0.793894 -8.731700 0.26 0.07 -0.22
H 3.146301 -1.451246 -10.735159 0.30 -0.29 0.55
H 3.436922 -0.080025 -11.592816 0.83 0.21 -0.67
H 4.656860 -1.490693 -11.581086 0.19 0.63 -0.24
H 5.945366 0.958184 -8.904273 0.37 0.44 -0.28
C -2.488703 1.090623 -11.631365 0.22 0.89 -0.73
N -2.486935 2.437551 -10.906154 -0.93 -3.28 -1.85
C -1.195795 2.913434 -10.638070 1.18 0.30 0.65
C -3.689607 2.914277 -10.520820 0.73 -0.28 1.04
O -4.736945 2.375883 -10.771937 -0.82 -0.06 -0.36
H -1.611166 0.449080 -11.551038 0.33 0.31 1.62
H -2.317579 1.240483 -12.697368 -0.94 0.59 -0.39
H -3.377615 0.479666 -11.474314 0.02 0.55 0.15
H -1.194835 3.956307 -10.321031 0.02 -0.08 0.05
H -0.739583 2.268822 -9.886778 0.22 0.23 0.45
H -0.539021 2.786688 -11.498699 -0.16 0.37 -0.31
H -3.623214 3.739683 -9.795220 0.14 0.46 -0.32
C -11.921547 4.634382 0.757062 -1.79 1.92 0.79
N -12.024111 3.552693 1.736158 -0.61 2.19 -0.72
C -13.214829 3.533439 2.599750 -0.58 -1.45 -1.50
C -10.897894 2.916802 1.841418 2.49 -4.83 2.81
O -10.684498 1.899659 2.562997 -0.47 2.58 -1.55
H -12.726055 4.645651 0.021718 0.10 -0.59 -0.26
H -10.965380 4.857406 0.283655 -0.01 -0.92 0.15
H -12.129824 5.550042 1.310501 0.00 0.40 0.10
H -13.981569 3.269630 1.871311 -0.73 0.84 0.04
H -13.358839 2.656523 3.230926 1.23 0.12 0.33
H -13.445725 4.449808 3.142924 0.38 0.07 -0.25
H -10.103252 3.335236 1.204506 -0.01 -0.33 0.06
Cl -4.485806 8.370468 14.090280 -0.14 -0.72 0.60
C -5.142744 9.323802 12.776652 0.83 1.18 -0.67
C -4.017629 9.546754 11.728889 0.27 -0.01 0.59
Cl -4.397885 8.836967 10.193565 -0.66 -0.44 -1.47
H -5.394733 10.283909 13.226984 -0.16 -0.06 -0.15
H -6.034978 8.897927 12.317679 0.23 -0.25 0.23
H -3.094195 9.019315 11.968001 -0.17 0.34 0.67
H -3.782206 10.596278 11.552342 -0.19 -0.04 0.20